The following is a quantum chemistry calculation of an isolated molecule of C3H11N3O2P2S in a non-equilibrium geometry, from the OMol25 dataset.

The calculation puts the energy above the lowest of the compared OMol25 structures with the same formula, charge and spin at 104.05 kJ/mol. For the HOMO-LUMO gap, the calculation gives 7.128 eV. As for the strongest force on any atom: 0.09100 Eh/bohr. The LUMO energy comes out at -0.4 eV. Its structure (SMILES) is CN/C(=N/[PH2]=P)NS(C)(=O)=O.

Geometry as XYZ:
```
22
Properties=species:S:1:pos:R:3:forces:R:3
C 2.0295 -2.1599 0.5884 3.69 -0.66 -2.34
N 1.6028 -0.8296 0.5989 -1.43 0.30 0.90
C 0.2523 -0.5848 0.6252 0.80 -0.47 0.17
N -0.6180 -1.5628 0.5599 -0.50 2.35 0.06
P -2.2871 -1.1342 0.1994 0.07 -1.10 -2.33
P -3.9880 0.4614 -0.0306 2.53 0.16 1.91
N -0.0755 0.7445 0.8386 2.49 1.01 -0.36
S 0.7352 2.0417 0.0876 -2.13 1.29 -0.72
C 0.1542 1.8382 -1.6921 3.30 -0.63 3.25
O 2.1441 1.8964 0.0747 1.16 -0.56 0.41
O 0.1320 3.2130 0.6941 0.47 -1.28 -0.72
H 2.7176 -2.5329 1.3474 -0.08 0.81 0.70
H 1.1769 -2.7322 0.6613 -1.50 -1.86 -0.61
H 2.7038 -2.2469 -0.3646 -1.62 -0.72 1.22
H 2.3284 -0.1762 0.4064 -0.34 1.20 0.24
H -2.6439 -2.4577 0.3670 -0.82 -0.28 0.89
H -2.2270 -1.4356 -1.2250 0.02 0.50 0.69
H -3.4868 1.2407 1.1853 -0.79 -0.94 -1.17
H -0.9976 1.0551 0.7437 -2.24 -0.14 0.21
H -0.2889 2.7293 -1.8517 -1.53 2.74 -1.23
H 1.0843 1.6179 -2.1662 0.36 0.18 -0.84
H -0.4482 1.0146 -1.6476 -1.90 -1.90 -0.35
```
Forces are in eV/Å.

The following is a quantum chemistry calculation of the ion C3H11N3P with charge +1 in a non-equilibrium geometry, from the OMol25 dataset.

The calculation puts the energy above the lowest of the compared OMol25 structures with the same formula, charge and spin at 0.00 kJ/mol. The spin multiplicity is 3. For the HOMO-LUMO gap (spin up / spin down), the calculation gives 6.488 / 6.051 eV. As for the strongest force on any atom: 0.10651 Eh/bohr. The LUMO energy (spin up / spin down) comes out at -3.2 / -7.7 eV. As for the total charge: +1.

Geometry as XYZ:
```
18
Properties=species:S:1:pos:R:3:forces:R:3
C -1.6636 0.2868 1.4674 -0.54 -0.64 -0.37
C 2.0130 -1.1780 -0.8285 0.09 -2.29 4.72
C 1.1338 1.4369 -0.3511 0.55 1.34 3.06
N -1.8197 0.0675 0.1967 -0.47 1.35 1.22
N -2.4790 1.1006 2.1777 1.45 -1.34 -0.25
N -0.7277 -0.5877 -0.3916 -3.42 -1.50 -4.01
P 0.9922 -0.2444 0.4129 3.35 2.00 -1.83
H -0.9003 -0.3760 1.9199 -0.23 0.86 0.79
H 3.0516 -1.2124 -0.5569 0.65 0.95 0.02
H 1.9004 -1.0940 -1.8400 -0.93 0.73 -2.57
H 1.8014 -2.1901 -0.4872 -0.34 -0.67 -0.74
H 2.1936 1.4635 -0.5692 0.23 0.12 -0.12
H 0.9668 2.2523 0.4123 0.20 -0.81 -0.67
H 0.5886 1.7607 -1.2063 -0.98 -0.49 -0.80
H -2.2696 1.3468 3.1251 -0.05 -0.11 0.17
H -3.1220 1.6454 1.6642 -0.69 0.66 -0.42
H -0.8817 -0.1720 -1.4360 0.96 -1.81 2.31
H -0.9032 -1.6454 -0.3846 0.19 1.63 -0.49
```
Forces are in eV/Å.

The following is a quantum chemistry calculation of the ion C3H11N4 with charge +1 in a non-equilibrium geometry, from the OMol25 dataset.

The calculation puts the energy above the lowest of the compared OMol25 structures with the same formula, charge and spin at 106.68 kJ/mol. For the HOMO-LUMO gap, the calculation gives 11.363 eV. As for the strongest force on any atom: 0.08322 Eh/bohr. The LUMO energy comes out at -2.9 eV. As for the total charge: +1. Its structure (SMILES) is C/C(N)=[NH+]/C(N)N.

Geometry as XYZ:
```
18
Properties=species:S:1:pos:R:3:forces:R:3
C 2.5409 0.4308 -0.1174 -0.62 -3.78 -1.60
C 1.0709 0.1699 -0.3893 -0.81 0.91 0.27
N 0.5405 -0.1840 -1.5580 -0.09 -0.22 2.25
N 0.2473 0.3589 0.6079 -2.25 -0.69 -1.15
C -1.4044 0.1555 0.6317 1.48 3.83 -1.21
N -1.7166 -0.7274 1.6102 -0.70 0.02 0.14
N -1.8744 -0.2282 -0.7179 0.77 2.96 0.63
H 2.9450 0.3575 -1.1280 0.86 -0.22 0.32
H 2.8547 1.3290 0.2792 -0.08 2.14 0.99
H 2.9081 -0.4121 0.5656 -0.32 1.05 -1.20
H 1.1852 -0.2561 -2.2768 0.87 -0.53 -1.89
H -0.4672 -0.5599 -1.4837 1.28 0.67 -0.68
H 0.7111 0.6161 1.4313 0.11 0.48 1.60
H -1.7586 1.2275 0.8158 0.77 -1.36 0.16
H -1.8769 -1.5694 1.1096 0.24 -1.69 0.93
H -1.0775 -0.6787 2.3919 -0.40 -0.74 0.06
H -2.7056 -0.7474 -0.6166 -1.32 -0.72 0.01
H -2.1224 0.7180 -1.1554 0.21 -2.10 0.36
```
Forces are in eV/Å.

Please write out number 2 again, unchanged.
The following is a quantum chemistry calculation of the ion C3H11N3P with charge +1 in a non-equilibrium geometry, from the OMol25 dataset.

The calculation puts the energy above the lowest of the compared OMol25 structures with the same formula, charge and spin at 0.00 kJ/mol. The spin multiplicity is 3. For the HOMO-LUMO gap (spin up / spin down), the calculation gives 6.488 / 6.051 eV. As for the strongest force on any atom: 0.10651 Eh/bohr. The LUMO energy (spin up / spin down) comes out at -3.2 / -7.7 eV. As for the total charge: +1.

Geometry as XYZ:
```
18
Properties=species:S:1:pos:R:3:forces:R:3
C -1.6636 0.2868 1.4674 -0.54 -0.64 -0.37
C 2.0130 -1.1780 -0.8285 0.09 -2.29 4.72
C 1.1338 1.4369 -0.3511 0.55 1.34 3.06
N -1.8197 0.0675 0.1967 -0.47 1.35 1.22
N -2.4790 1.1006 2.1777 1.45 -1.34 -0.25
N -0.7277 -0.5877 -0.3916 -3.42 -1.50 -4.01
P 0.9922 -0.2444 0.4129 3.35 2.00 -1.83
H -0.9003 -0.3760 1.9199 -0.23 0.86 0.79
H 3.0516 -1.2124 -0.5569 0.65 0.95 0.02
H 1.9004 -1.0940 -1.8400 -0.93 0.73 -2.57
H 1.8014 -2.1901 -0.4872 -0.34 -0.67 -0.74
H 2.1936 1.4635 -0.5692 0.23 0.12 -0.12
H 0.9668 2.2523 0.4123 0.20 -0.81 -0.67
H 0.5886 1.7607 -1.2063 -0.98 -0.49 -0.80
H -2.2696 1.3468 3.1251 -0.05 -0.11 0.17
H -3.1220 1.6454 1.6642 -0.69 0.66 -0.42
H -0.8817 -0.1720 -1.4360 0.96 -1.81 2.31
H -0.9032 -1.6454 -0.3846 0.19 1.63 -0.49
```
Forces are in eV/Å.